C41H37I2N6O4STm | ωB97M-V/def2-TZVPD

Geometry as XYZ:
```
92
Properties=species:S:1:pos:R:3:forces:R:3
Tm 0.4494 0.5461 -0.2328 -0.1 0.0 0.4
I -3.6646 4.6592 5.2653 0.1 -0.1 -0.3
C -2.6580 3.9790 3.5403 -0.2 0.2 0.4
C -3.3107 3.9474 2.3223 0.0 0.0 0.1
C -2.6259 3.4650 1.2244 0.2 -0.1 -0.6
I -3.5753 3.5263 -0.6558 0.0 0.0 0.2
C -1.2931 2.9826 1.2702 -0.3 0.2 0.2
O -0.7053 2.4617 0.2347 0.3 -0.3 -0.1
C -0.6428 3.1421 2.5241 0.0 0.0 -0.2
C 0.8362 2.8832 2.6131 -0.1 0.1 -0.1
N 1.2279 1.4983 2.3130 0.0 -0.2 0.0
C 0.8623 0.6212 3.4182 -0.1 0.0 -0.1
C -0.6075 0.2766 3.4090 0.0 -0.1 0.2
C -1.2646 0.0859 4.6208 -0.1 -0.1 0.0
C -2.6096 -0.2353 4.6227 0.0 0.0 -0.1
C -3.2510 -0.3780 3.4028 0.0 0.0 0.1
C -2.5100 -0.1979 2.2476 0.0 0.0 0.0
N -1.2189 0.1274 2.2340 -0.1 0.1 -0.1
C -1.3266 3.6128 3.6301 0.0 0.0 0.1
H -4.3303 4.2913 2.2218 0.0 0.0 0.0
H 1.3324 3.5369 1.8998 0.1 -0.1 0.0
H 1.1760 3.1725 3.6170 0.0 0.0 0.0
H 2.2384 1.4842 2.2211 0.0 -0.1 -0.1
H 1.4290 -0.3060 3.3369 0.1 0.0 0.0
H 1.1077 1.0743 4.3883 0.0 0.0 0.0
H -0.7278 0.2042 5.5531 0.0 0.1 0.0
H -3.1478 -0.3663 5.5520 0.0 0.0 0.0
H -4.3063 -0.6053 3.3463 0.0 0.0 0.0
H -2.9763 -0.3456 1.2814 0.0 0.1 0.0
H -0.8088 3.7124 4.5770 0.0 0.0 0.0
O 5.0395 0.2590 -0.0602 0.0 0.1 0.0
C 3.8874 0.6311 -0.1886 0.0 -0.1 -0.1
N 2.7768 -0.1178 -0.4449 -0.5 0.2 0.2
C 2.9256 -1.4716 -0.4711 0.1 -0.2 0.0
O 3.6823 -2.1521 0.1958 0.0 -0.1 -0.1
C 2.0064 -2.1787 -1.4448 0.0 -0.3 0.0
C 2.5477 -3.1962 -2.2206 0.0 0.0 0.1
C 1.7037 -3.9641 -3.0028 -0.1 0.0 0.0
C 0.3431 -3.7013 -2.9583 0.0 0.0 0.1
C -0.1062 -2.6626 -2.1600 -0.1 0.0 0.1
N 0.7003 -1.8903 -1.4307 0.4 0.3 -0.1
C 3.6012 2.1151 -0.2169 0.1 0.1 -0.1
C 4.6697 2.9946 -0.3285 0.0 0.1 0.0
C 4.4099 4.3508 -0.4189 -0.1 -0.1 0.0
C 3.0888 4.7742 -0.4161 0.1 0.0 0.0
C 2.0878 3.8234 -0.3219 -0.2 0.0 -0.1
N 2.3309 2.5173 -0.2102 -0.2 -0.2 -0.2
H 3.6117 -3.3813 -2.1775 0.0 0.0 0.0
H 2.0886 -4.7738 -3.6089 0.0 0.0 0.0
H -0.3685 -4.2910 -3.5192 0.0 0.0 0.0
H -1.1612 -2.4356 -2.0976 0.0 -0.1 0.0
H 5.6693 2.5873 -0.3690 0.0 0.0 0.1
H 5.2204 5.0624 -0.5049 0.0 0.0 0.0
H 2.8353 5.8223 -0.4898 0.0 0.0 0.0
H 1.0395 4.0991 -0.3536 0.0 0.0 0.0
N -2.0817 0.3482 -1.1436 0.6 0.0 -0.1
C -2.4865 -0.4096 -2.2687 -0.1 -0.1 -0.1
C -3.6110 -1.2210 -2.1539 0.0 -0.1 0.1
C -4.0311 -2.0233 -3.2006 0.0 0.0 0.0
C -3.2849 -2.0521 -4.3671 0.1 -0.1 0.0
C -2.1644 -1.2456 -4.4780 -0.1 0.0 0.0
C -1.7621 -0.3644 -3.4681 -0.1 -0.1 0.0
C -0.5911 0.5246 -3.7097 0.1 0.0 0.2
C -0.4395 0.9649 -5.0335 0.0 0.0 0.0
C 0.6747 1.6724 -5.4382 0.0 0.0 0.0
C 1.6598 1.9421 -4.5036 0.0 0.0 -0.1
C 1.4745 1.5544 -3.1856 0.1 -0.1 0.1
C 0.3513 0.8521 -2.6989 0.1 0.3 0.0
H -1.7570 1.2641 -1.4525 -0.2 0.1 0.1
H -2.8665 0.4873 -0.5221 0.0 0.2 0.1
H -4.1636 -1.2286 -1.2194 0.0 0.1 0.0
H -4.9337 -2.6130 -3.1072 0.0 -0.1 0.1
H -3.5675 -2.7057 -5.1822 0.0 0.0 0.0
H -1.5707 -1.3069 -5.3794 0.0 0.1 0.0
H -1.2136 0.7640 -5.7638 0.0 0.0 0.0
H 0.7779 1.9945 -6.4669 0.0 0.0 0.0
H 2.5626 2.4661 -4.7971 0.0 0.0 0.0
H 2.2820 1.8012 -2.5053 -0.1 0.0 0.0
O 0.6700 -1.4906 1.2377 0.2 0.1 -0.2
S 0.9674 -2.6054 2.1972 -0.5 -0.3 0.0
C 1.4941 -4.0962 1.2703 0.1 0.1 0.1
C 0.6153 -5.2378 1.7443 -0.1 0.1 -0.1
C -0.7916 -4.6500 1.7810 0.0 -0.1 0.1
C -0.6744 -3.3674 2.5882 0.2 0.1 0.0
H 2.5602 -4.2262 1.4209 0.1 0.0 0.0
H 1.3089 -3.8738 0.2243 0.0 0.1 -0.1
H 0.9176 -5.5727 2.7399 0.0 -0.1 0.0
H 0.6826 -6.0839 1.0601 0.1 0.0 0.0
H -1.5102 -5.3388 2.2261 -0.1 0.1 0.0
H -1.1170 -4.4207 0.7635 0.0 0.0 0.0
H -0.6856 -3.5652 3.6607 0.0 0.0 0.0
H -1.4235 -2.6134 2.3515 0.1 0.1 0.1
```
Positions in Å, forces in eV/Å.

Output
Gap between HOMO and LUMO (alpha / beta)   0.2846 / 0.2845 Eh
Spin multiplicity   3
LUMO (alpha / beta)   0.16 / 0.16 eV
Largest force on an atom   0.6 eV/Å

Partial charges, Löwdin, in e: 1.471 0.804 -0.733 -0.242 -0.606 0.951 -0.455 -0.291 -0.161 -0.142 -0.070 -0.157 -0.276 -0.010 -0.047 -0.047 -0.127 0.094 -0.129 0.078 0.101 0.124 0.113 0.089 0.127 0.119 0.112 0.109 0.096 0.099 0.081 -0.454 0.035 -0.484 0.088 -0.217 0.003 -0.046 -0.040 -0.109 0.066 -0.203 0.013 -0.041 -0.038 -0.131 0.044 0.126 0.109 0.108 0.100 0.120 0.110 0.109 0.117 0.035 -0.278 -0.046 -0.095 -0.093 -0.049 -0.151 -0.207 -0.064 -0.099 -0.102 -0.149 -0.165 0.011 0.035 0.108 0.100 0.100 0.112 0.103 0.097 0.097 0.058 -0.626 1.021 -0.289 -0.227 -0.227 -0.277 0.093 0.079 0.116 0.119 0.116 0.117 0.094 0.074

---

C41H37N13O2PbS | ωB97M-V/def2-TZVPD

Geometry as XYZ:
```
95
Properties=species:S:1:pos:R:3:forces:R:3
Pb -0.1119 -0.2126 -0.8456 -0.3 0.3 0.0
C 2.0604 -4.3771 -2.7467 0.1 0.0 0.0
C 1.1390 -3.3944 -2.4156 -0.1 0.1 0.0
N 1.3993 -2.4795 -1.4904 0.0 -0.1 0.1
C 2.5931 -2.5230 -0.8981 0.0 0.1 0.1
C 3.5014 -3.5281 -1.2232 0.0 -0.1 0.0
N 3.2399 -4.4474 -2.1430 0.0 0.0 0.0
C 2.8821 -1.5045 0.1536 -0.1 0.1 -0.1
C 4.1390 -1.3435 0.7012 0.0 0.0 0.0
C 4.3070 -0.4806 1.7860 0.1 0.0 0.0
C 3.1746 0.1128 2.3232 0.0 0.1 0.0
C 1.9359 -0.0905 1.7271 0.0 0.0 -0.1
N 1.8245 -0.8138 0.6078 0.1 -0.2 0.2
C 0.6569 0.3651 2.3510 0.1 -0.3 0.0
C 0.6636 1.2027 3.4374 -0.1 0.1 0.2
N -0.5106 1.8376 3.7896 0.2 -0.1 0.0
C -1.6050 1.3211 3.3813 -0.1 -0.1 -0.1
C -1.5591 -0.0396 2.7222 -0.1 0.1 0.0
N -0.4891 -0.0832 1.7862 0.1 -0.1 0.0
C 5.6478 -0.2478 2.3715 -0.1 0.0 0.0
C 5.8221 -0.1026 3.7424 0.0 0.0 0.0
C 7.1007 0.1170 4.2325 0.0 0.0 0.0
N 8.1779 0.2057 3.4578 0.0 0.0 0.0
C 8.0053 0.0683 2.1466 0.0 0.0 0.1
C 6.7708 -0.1635 1.5580 0.0 0.0 0.0
H 1.8464 -5.1174 -3.5073 0.0 0.0 0.0
H 0.1800 -3.3283 -2.9163 0.0 0.0 0.0
H 4.4574 -3.6112 -0.7233 0.0 0.0 0.0
H 4.9858 -1.8999 0.3276 0.0 0.0 0.0
H 3.2622 0.7298 3.2042 0.0 0.0 0.0
H 1.5614 1.5501 3.9211 0.0 0.0 0.0
H -2.5375 1.8565 3.5461 0.0 0.0 0.0
H -2.7660 -1.1545 1.4009 0.0 0.0 0.0
H 4.9907 -0.1914 4.4295 0.0 0.0 0.0
H 7.2664 0.2234 5.2978 0.0 0.0 0.0
H 8.8955 0.1508 1.5348 0.0 0.0 0.0
H 6.6939 -0.2409 0.4810 0.0 0.0 0.0
N -0.3950 4.0762 1.5530 0.0 0.1 -0.1
C 0.2171 3.0350 0.9810 0.0 0.1 0.0
N -0.1334 2.4757 -0.1365 -0.1 0.1 -0.1
C -1.1546 3.0900 -0.8726 -0.1 0.0 0.1
N -1.4039 2.7746 -2.0970 0.0 -0.1 0.1
N -0.6088 1.7362 -2.4998 0.2 -0.2 -0.1
C -0.3556 1.6226 -3.7334 0.1 -0.1 -0.2
C 0.6328 0.6080 -4.1644 0.0 0.2 0.1
C 0.7769 0.3054 -5.5103 0.0 0.1 0.0
C 1.8199 -0.5151 -5.9086 0.0 0.0 0.0
C 2.7036 -0.9771 -4.9482 0.0 0.0 0.0
C 2.4696 -0.6438 -3.6229 0.0 0.0 0.0
N 1.4450 0.1034 -3.2167 0.0 0.0 -0.1
C -1.9760 4.1149 -0.2253 0.0 -0.1 0.0
C -3.1508 4.6098 -0.8004 0.0 0.0 0.0
C -3.8901 5.5692 -0.1408 0.0 0.0 0.0
C -3.4605 6.0536 1.0997 0.0 0.0 0.0
C -2.3037 5.5776 1.6797 0.0 0.0 0.0
C -1.5666 4.6040 1.0096 0.0 0.0 0.1
H -0.0616 4.4197 2.4407 0.0 -0.1 0.0
H 1.0593 2.6342 1.5279 0.0 0.1 -0.1
H -0.7663 2.3088 -4.4726 -0.1 0.0 0.0
H 0.0930 0.7322 -6.2322 0.0 0.0 0.0
H 1.9547 -0.7668 -6.9520 0.0 0.0 0.0
H 3.5639 -1.5746 -5.2148 0.0 0.0 0.0
H 3.1482 -0.9855 -2.8500 0.0 0.0 -0.1
H -3.4477 4.2307 -1.7691 0.0 0.0 0.0
H -4.7932 5.9616 -0.5872 0.0 0.0 0.0
H -4.0360 6.8152 1.6084 0.0 0.0 0.0
H -1.9675 5.9544 2.6378 0.0 0.0 0.0
C -1.5283 -1.1785 3.7356 0.0 0.0 0.0
N -2.8964 -0.2893 1.9395 0.1 0.1 0.1
C -3.2924 0.7494 0.9425 0.0 -0.1 0.1
N -4.2266 1.5975 1.3714 -0.1 0.1 -0.1
O -2.7618 0.7176 -0.1286 0.2 0.2 0.0
H -2.3423 -1.1013 4.4621 0.0 0.0 0.0
H -0.5885 -1.1114 4.2819 0.0 0.0 0.0
H -1.5608 -2.1480 3.2315 0.0 0.0 0.0
H -3.6238 -0.4733 2.6329 0.0 0.0 -0.1
H -4.6721 1.5453 2.2717 0.1 0.0 0.0
H -4.5054 2.3383 0.7410 0.0 0.0 0.0
C -3.1619 -2.8284 -3.9699 -0.1 0.0 0.1
S -2.4699 -1.7415 -2.7244 0.1 0.0 -0.1
O -3.0681 -0.3966 -2.9205 0.1 -0.1 0.0
C -3.2568 -2.4454 -1.2711 -0.1 0.1 0.0
C -4.3299 -1.7501 -0.7328 -0.1 -0.2 -0.1
C -4.9355 -2.2343 0.4227 0.0 0.0 -0.1
C -4.4535 -3.3857 1.0349 0.0 0.0 0.0
C -3.3673 -4.0646 0.4921 0.0 0.0 0.1
C -2.7618 -3.5939 -0.6645 0.1 0.1 0.0
H -4.2401 -2.6731 -3.9789 0.0 0.0 0.0
H -2.9161 -3.8628 -3.7314 0.0 0.0 0.0
H -2.7258 -2.5439 -4.9257 0.0 0.0 0.0
H -4.6805 -0.8594 -1.2412 0.0 0.0 0.0
H -5.8033 -1.7286 0.8294 0.0 0.0 0.0
H -4.9359 -3.7687 1.9246 0.0 0.0 0.0
H -2.9988 -4.9644 0.9661 0.0 0.0 0.0
H -1.9111 -4.1205 -1.0831 0.0 0.0 0.0
```
Positions in Å, forces in eV/Å.

Output
Gap between HOMO and LUMO   0.2571 Eh
ΔE to the lowest compared entry with this formula, charge and spin   71.3 kcal/mol
Charge   +2
Spin multiplicity   1
LUMO   -5.51 eV
Largest force on an atom   0.4 eV/Å

Partial charges, Löwdin, in e: 1.497 -0.085 -0.111 0.033 -0.220 -0.046 0.121 -0.192 0.062 -0.112 0.069 -0.188 0.026 -0.318 -0.133 0.085 -0.100 -0.484 0.009 -0.178 -0.008 -0.115 0.083 -0.115 -0.010 0.120 0.094 0.122 0.120 0.116 0.106 0.110 0.145 0.115 0.116 0.116 0.115 0.147 -0.151 0.080 -0.307 0.103 -0.114 -0.067 -0.264 -0.002 -0.029 -0.031 -0.136 0.055 -0.101 -0.015 -0.058 -0.051 -0.002 -0.176 0.163 0.124 0.141 0.125 0.122 0.118 0.105 0.120 0.114 0.118 0.123 0.014 0.211 -0.521 0.256 0.024 0.100 0.100 0.095 0.172 0.129 0.138 -0.208 0.786 -0.510 -0.398 -0.091 -0.086 -0.073 -0.061 -0.074 0.076 0.064 0.061 0.117 0.116 0.115 0.117 0.112